The following is a quantum chemistry calculation of a molecular structure, C12H33AuClIN2P2S, from OMol25.

Results
⟨S²⟩: 2.008
Total charge: +2
ΔE to the lowest compared entry with this formula, charge and spin, eV: 0.0987
Kohn-Sham gap (alpha / beta), eV: 6.58 / 3.39
Spin multiplicity: 3

Positions of all 53 atoms, in Å:
C  -1.23939  -0.04612  -5.57192
I  -2.12728  -0.17411  -3.49661
H  -0.16342  0.04364  -5.68469
H  -1.76135  0.81951  -5.98674
H  -1.62190  -0.95112  -6.04395
Au  0.27453  -0.08020  -2.69675
P  0.32931  2.25909  -1.95889
C  -1.34510  2.87159  -1.63995
C  1.28249  2.77461  -0.50188
H  1.39342  3.87062  -0.50632
H  0.99667  4.28617  -3.09167
H  2.26919  2.30157  -0.52983
H  1.99986  2.86846  -3.54987
H  -1.70003  2.46121  -0.68423
H  0.77253  2.45844  0.42120
C  0.98236  3.22068  -3.34649
H  -1.32404  3.97113  -1.58355
H  0.35574  3.04844  -4.22775
H  -2.02275  2.54856  -2.44005
P  0.32612  -2.30798  -1.62538
C  -1.33845  -2.86776  -1.17373
C  0.93643  -3.45890  -2.88382
H  2.28127  -2.16457  -0.22275
H  1.45067  -3.74780  -0.03793
H  0.79612  -2.27367  0.75601
C  1.30927  -2.66085  -0.13901
H  1.95817  -3.15759  -3.14640
H  0.93643  -4.48503  -2.49341
H  -1.31646  -3.94974  -0.96408
H  -2.04146  -2.65839  -1.99025
H  0.29885  -3.39098  -3.77230
H  -1.66496  -2.32591  -0.27238
Cl  2.50364  -0.04360  -1.91136
C  2.17661  0.15948  2.55768
N  0.99773  0.08278  3.43475
C  1.26581  0.23372  4.85817
C  -0.22819  0.06144  2.85593
S  -0.34897  0.11584  1.15196
N  -1.37958  0.00135  3.57517
C  -1.51783  -0.28931  4.99273
C  -2.64017  0.07298  2.84091
H  3.06267  0.13462  3.19291
H  2.17075  1.08577  1.96658
H  2.19493  -0.68836  1.86125
H  0.61638  0.98109  5.32162
H  1.19158  -0.73108  5.38083
H  2.30115  0.56979  4.96245
H  -1.61392  0.64194  5.57671
H  -2.44876  -0.85395  5.12655
H  -0.70620  -0.90174  5.38233
H  -2.68860  0.99514  2.24812
H  -2.74039  -0.77896  2.14664
H  -3.45145  0.04802  3.56344



The following is a quantum chemistry calculation of 3 unconnected molecules or ions with the total composition C12H33BrClNO9P3, from OMol25.

Results
Total charge: +1
Kohn-Sham gap, eV: 6.26

Positions of all 60 atoms, in Å:
O  -2.65166  2.51638  0.88578
P  -3.01230  4.03792  0.17843
Br  -1.47906  5.42422  1.04356
N  -4.69173  4.41028  0.79576
Cl  -4.73988  4.47096  2.55676
H  -3.50047  2.03342  0.82471
H  -5.27803  3.58879  0.55176
H  -5.06318  5.28622  0.39566
O  -3.27683  0.33015  -1.80754
P  -2.55400  -0.94573  -1.35625
O  -2.05715  -1.41768  -2.86436
C  -0.90007  -0.77353  -3.39890
C  0.36041  -1.11645  -2.62012
O  -3.95928  -1.81702  -1.19457
C  -5.24005  -1.19850  -1.12888
C  -5.84101  -1.02510  -2.51256
O  -1.69044  -2.27091  -0.72214
C  -2.23392  -3.59092  -0.59714
C  -2.60274  -4.26230  -1.90962
H  -1.05896  0.30918  -3.41604
H  -0.79225  -1.11091  -4.43082
H  0.31236  -0.72795  -1.59870
H  1.24001  -0.68479  -3.10138
H  0.49060  -2.19702  -2.55144
H  -5.19372  -0.25595  -0.57912
H  -5.88449  -1.86176  -0.54366
H  -5.14288  -0.56554  -3.21453
H  -6.74156  -0.40865  -2.46807
H  -6.10634  -1.99610  -2.93541
H  -3.07377  -3.58415  0.09940
H  -1.45494  -4.19199  -0.11692
H  -3.34392  -3.70848  -2.48400
H  -3.01678  -5.25462  -1.71348
H  -1.72258  -4.36858  -2.54696
O  3.41178  2.86829  1.91472
P  4.10033  1.56144  2.31582
O  4.62789  1.10719  0.81027
C  5.79963  1.75190  0.31105
C  7.04087  1.39003  1.11180
O  2.68535  0.70170  2.46005
C  1.41657  1.33982  2.51616
C  0.83588  1.52835  1.12590
O  4.94289  0.24934  3.00444
C  4.39550  -1.06598  3.13972
C  4.06728  -1.76523  1.83057
H  5.64727  2.83551  0.30656
H  5.92840  1.42892  -0.72337
H  6.97281  1.76351  2.13706
H  7.93308  1.82356  0.65606
H  7.16344  0.30772  1.16716
H  1.47205  2.27825  3.06928
H  0.75397  0.68500  3.09156
H  1.55014  1.97870  0.43393
H  -0.05471  2.15994  1.16172
H  0.55923  0.56240  0.69478
H  3.53422  -1.04439  3.80931
H  5.15854  -1.65718  3.65647
H  3.34484  -1.22321  1.22188
H  3.64641  -2.75341  2.03450
H  4.96694  -1.88507  1.22336